Here is 4 unconnected molecules or ions with the total composition C15H23FO3 at a distorted geometry from the Open Molecules 2025 dataset. Energies are from ωB97M-V/def2-TZVPD.

Computed properties:
energy above the lowest of the compared OMol25 structures with the same formula, charge and spin = 0.1040 eV
Kohn-Sham gap = 9.94 eV
LUMO level = 0.577 eV
HOMO level = -0.344 Ha

```
! wB97M-V def2-TZVPD RIJCOSX def2/J DEFGRID3
* xyz 0 1
F 2.71 0.22 0.25
C 2.54 -0.06 1.56
C 3.10 0.77 2.50
C 3.01 0.39 3.84
C 2.31 -0.75 4.21
C 1.71 -1.54 3.23
C 1.81 -1.19 1.89
H 3.61 1.68 2.22
H 3.43 1.06 4.58
H 2.31 -1.03 5.25
H 1.11 -2.39 3.53
H 1.31 -1.77 1.13
C -1.22 -2.93 -2.06
C -1.59 -3.81 -3.24
O -1.01 -4.84 -3.45
C -2.67 -3.28 -4.18
H -2.10 -2.72 -1.44
H -0.83 -1.96 -2.36
H -0.46 -3.44 -1.47
H -3.63 -3.30 -3.67
H -2.72 -3.98 -5.02
H -2.39 -2.30 -4.56
C 0.78 0.53 -2.25
C 0.17 1.90 -2.20
O -1.01 2.06 -1.98
C 1.02 3.06 -2.68
H 0.73 0.24 -3.31
H 0.19 -0.18 -1.69
H 1.84 0.52 -2.01
H 1.07 3.84 -1.92
H 0.47 3.51 -3.52
H 2.02 2.78 -3.01
C -0.89 1.30 1.41
C -1.42 1.89 2.70
O -0.77 1.83 3.71
C -2.79 2.52 2.64
H -1.01 1.94 0.54
H -1.46 0.37 1.27
H 0.13 1.00 1.61
H -3.32 2.21 1.74
H -2.69 3.60 2.71
H -3.40 2.26 3.51
*
```

Löwdin atomic charge list, values in e, 5 entries:
1. F 0.04
2. C -0.31
3. C -0.01
4. C -0.07
5. C -0.09